Record 1
Molecular formula: C45H76O39
Method: DFT, ωB97M-V/def2-TZVPD

Its multiplicity is 1. For the HOMO-LUMO gap, the calculation gives 10.49 eV. Its highest occupied orbital energy is -10.4302 eV. The value obtained for the energy above the lowest of the compared OMol25 structures with the same formula, charge and spin is 0.0 kcal per mole.

Each line ends with the Löwdin charge.
Element x y z (Å)
C -1.1982 -5.3318 -3.7632  -0.11
C -2.0572 -5.3659 -5.0165  -0.12
O -2.7832 -6.5925 -4.9211  0.07
C -2.8298 -6.9208 -3.6085  -0.56
O -3.5367 -7.7378 -3.1163  0.15
O -1.9448 -6.1870 -2.8964  0.07
H -1.0887 -4.3531 -3.3135  0.08
H -0.1796 -5.6715 -3.9713  0.11
H -1.5193 -5.2005 -5.9449  0.13
H -2.7898 -4.5600 -4.9411  0.11
C -1.6015 0.1998 3.9254  -0.10
C -0.0872 0.0918 3.6324  -0.08
O 0.0536 0.7325 2.3562  0.04
C -1.1487 1.0742 1.8635  -0.56
O -1.3505 1.5643 0.8010  0.16
O -2.1057 0.9003 2.8045  0.05
H -1.7272 0.7977 4.8260  0.13
H -2.1052 -0.7579 4.0157  0.12
H 0.1942 -0.9478 3.4819  0.11
H 0.5370 0.6190 4.3446  0.13
C 2.6551 -8.6801 3.1086  -0.10
C 4.1047 -8.2098 2.9014  -0.11
O 4.0248 -6.7888 2.9156  0.06
C 2.8099 -6.4210 3.3719  -0.56
O 2.4677 -5.3027 3.5789  0.16
O 1.9647 -7.4743 3.4034  0.05
H 2.6397 -9.3878 3.9353  0.13
H 2.2225 -9.1515 2.2302  0.11
H 4.5150 -8.5185 1.9370  0.11
H 4.8090 -8.5790 3.6470  0.13
C 6.0025 -2.3165 0.9288  -0.13
C 7.2096 -1.4767 0.5075  -0.08
O 7.8630 -1.3207 1.7988  0.06
C 7.2847 -2.1243 2.7271  -0.57
O 7.5769 -2.1790 3.8747  0.16
O 6.3136 -2.9012 2.1850  0.06
H 5.9411 -3.1743 0.2583  0.11
H 5.0904 -1.7230 0.9507  0.12
H 6.8667 -0.4978 0.1829  0.12
H 7.7343 -2.0028 -0.2860  0.13
C -0.7018 2.5852 -2.4950  -0.09
C -2.1431 2.7461 -2.9360  -0.09
O -2.0670 3.6624 -4.0506  0.04
C -0.8312 4.2198 -4.0658  -0.60
O -0.5279 5.1131 -4.7930  0.14
O -0.0271 3.6761 -3.1425  0.06
H -0.2357 1.6710 -2.8624  0.12
H -0.6195 2.6159 -1.4111  0.11
H -2.8079 3.2358 -2.2275  0.13
H -2.5397 1.8020 -3.3022  0.12
C 5.5082 -1.7049 -7.9054  -0.09
C 5.4800 -0.6867 -6.7603  -0.09
O 4.1853 -0.9244 -6.1725  0.04
C 3.3915 -1.5438 -7.0727  -0.58
O 2.2172 -1.6868 -6.9496  0.15
O 4.1253 -2.0737 -8.0656  0.06
H 6.0385 -2.6281 -7.6845  0.13
H 5.8215 -1.2728 -8.8523  0.13
H 5.4720 0.3473 -7.0918  0.11
H 6.2667 -0.8945 -6.0434  0.14
C 2.7160 2.5536 -5.6751  -0.11
C 4.2492 2.5718 -5.7570  -0.10
O 4.6034 1.5391 -4.8337  0.04
C 3.5897 1.4138 -3.9289  -0.56
O 3.6322 0.7265 -2.9652  0.18
O 2.4942 2.0586 -4.3567  0.06
H 2.2961 1.8725 -6.4185  0.12
H 2.2284 3.5187 -5.7918  0.14
H 4.6492 3.5399 -5.4643  0.14
H 4.5210 2.2615 -6.7623  0.12
C -1.0717 -6.3895 1.9068  -0.06
C -2.0067 -5.5004 2.7080  -0.22
O -2.2545 -4.3433 1.9438  0.03
C -3.3161 -3.5830 2.1946  -0.60
O -4.2481 -3.8666 2.9012  0.14
O -3.1625 -2.4488 1.5068  -0.02
C -4.1955 -1.4680 1.7110  -0.03
H -0.1329 -5.8268 1.8450  0.06
H -1.4657 -6.5383 0.9036  0.07
H -0.8567 -7.3710 2.3192  0.08
H -1.5874 -5.3904 3.7138  0.13
H -2.9545 -6.0190 2.8930  0.13
H -4.1379 -1.1111 2.7360  0.09
H -5.1756 -1.8660 1.4624  0.10
H -3.9502 -0.6601 1.0266  0.09
C 2.9608 0.6332 0.6206  -0.04
C 3.3084 1.8284 1.4926  -0.24
O 4.0287 1.5183 2.6649  0.06
C 5.3487 1.7134 2.6037  -0.60
O 6.0106 2.0726 1.6672  0.12
O 5.8437 1.4921 3.8207  0.00
C 7.1128 2.0454 4.1223  -0.04
H 2.4156 -0.0772 1.2441  0.06
H 3.8655 0.1106 0.3003  0.07
H 2.3797 0.9422 -0.2431  0.08
H 2.3509 2.3526 1.6384  0.12
H 3.7373 2.6571 0.9166  0.13
H 7.3710 2.8588 3.4507  0.09
H 7.8905 1.2775 4.0739  0.10
H 7.1046 2.3490 5.1679  0.09
C 2.6111 -7.8976 -0.3834  -0.04
C 1.1269 -7.9189 -0.0581  -0.21
O 0.6012 -9.0960 -0.6804  0.04
C -0.7168 -9.2102 -0.8737  -0.59
O -1.5693 -8.4497 -0.5091  0.14
O -0.8988 -10.3633 -1.5154  0.00
C -2.2231 -10.6845 -1.9357  -0.03
H 2.7665 -7.6341 -1.4283  0.08
H 3.0910 -8.8268 -0.0850  0.09
H 3.0179 -7.0548 0.1892  0.07
H 0.6883 -6.9623 -0.3417  0.13
H 0.9766 -8.0565 1.0155  0.09
H -2.8278 -11.1629 -1.1640  0.10
H -2.0879 -11.3813 -2.7589  0.09
H -2.7560 -9.7963 -2.2721  0.07
C -0.8316 1.4096 -6.3471  -0.03
C -1.0124 -0.0418 -5.9598  -0.19
O -1.4741 -0.1924 -4.6229  0.01
C -1.9656 -1.3252 -4.1598  -0.62
O -2.0747 -2.3430 -4.7951  0.13
O -2.1437 -1.1534 -2.8561  0.01
C -2.4711 -2.3037 -2.0759  -0.01
H 0.0477 1.7944 -5.8222  0.06
H -1.6550 2.0381 -6.0068  0.08
H -0.7291 1.4943 -7.4243  0.09
H -0.1318 -0.6778 -6.0533  0.11
H -1.7727 -0.4480 -6.6351  0.13
H -1.5741 -2.8509 -1.7919  0.08
H -3.2523 -2.9313 -2.5007  0.11
H -2.8952 -1.9102 -1.1494  0.08
C 2.5666 -5.5545 -4.2011  -0.06
C 4.0893 -5.5581 -4.2272  -0.20
O 4.6219 -6.3960 -3.1996  0.04
C 4.9793 -5.8248 -2.0613  -0.63
O 4.5104 -4.8074 -1.6182  0.14
O 5.9200 -6.5416 -1.4809  0.02
C 6.0801 -6.5067 -0.0769  -0.03
H 2.1991 -5.2422 -5.1854  0.08
H 2.1643 -4.7859 -3.5442  0.05
H 2.2100 -6.5517 -3.9505  0.08
H 4.4343 -4.5314 -4.0771  0.12
H 4.4727 -5.9143 -5.1795  0.12
H 6.5926 -5.6341 0.3238  0.09
H 6.5645 -7.4140 0.2688  0.10
H 5.0710 -6.5079 0.3426  0.07
C 0.9085 -3.0246 1.5368  -0.04
C 2.0170 -3.4494 0.6080  -0.19
O 2.2154 -2.5628 -0.4826  0.04
C 1.6830 -2.7323 -1.6706  -0.59
O 0.8455 -3.5592 -1.9636  0.09
O 2.0963 -1.7301 -2.4298  0.02
C 1.3803 -1.4063 -3.6066  -0.02
H 1.1118 -3.4769 2.5120  0.07
H -0.0744 -3.4217 1.2723  0.07
H 0.7973 -1.9452 1.6390  0.06
H 1.8077 -4.4573 0.2401  0.12
H 2.9689 -3.4517 1.1349  0.12
H 1.1090 -0.3531 -3.5563  0.09
H 0.5690 -2.0948 -3.8286  0.09
H 2.0593 -1.4487 -4.4589  0.08

Atoms 1-3, force components in eV/Å:
0.2 0.0 -0.7
-0.5 1.5 0.4
0.3 -0.3 0.1


Record 2
Molecular formula: C19H57BClN8O11P5
Method: DFT, ωB97M-V/def2-TZVPD

Its multiplicity is 1. For the HOMO-LUMO gap, the calculation gives 7.41 eV. Its highest occupied orbital energy is -7.8230 eV. Its SMILES is COCCCN([C@@H](B(O)O)[C@H](OCP(=O)(O)O)P(O)Cl)P(N)O.CN(C)P(=O)(N(C)C)N(C)C.CN(C)P(=O)(N(C)C)N(C)C. The value obtained for the energy above the lowest of the compared OMol25 structures with the same formula, charge and spin is 0.0 kcal per mole.

Each line ends with the Löwdin charge.
Element x y z (Å)
C -5.7530 0.3338 11.1198  -0.11
O -4.8277 -0.7235 11.0082  -0.17
C -4.4770 -1.0876 9.6906  -0.25
C -2.9694 -1.3648 9.6138  -0.17
C -2.3630 -1.0205 8.2426  -0.23
N -2.5864 -1.9452 7.1110  -0.25
C -3.1491 -1.3376 5.8838  -0.28
B -4.7212 -1.0400 5.9689  -0.67
O -5.5988 -2.0309 5.6354  0.17
O -5.2621 0.1783 6.3414  0.15
C -2.3314 -0.1594 5.3650  -0.47
O -2.7049 0.1965 4.0361  -0.18
C -3.3761 1.4295 3.9327  -0.24
P -2.2723 2.8912 3.8354  0.45
O -1.2266 2.8294 2.8321  -0.27
O -3.2983 4.1121 3.5512  -0.12
O -1.7173 3.1582 5.3249  -0.12
P -0.4989 -0.7190 5.3993  0.62
O 0.1519 0.0645 6.6874  -0.36
Cl 0.4190 0.1500 3.7693  0.27
P -3.3520 -3.4439 7.5195  0.82
N -3.4630 -4.2657 6.0318  -0.13
O -2.1636 -4.2611 8.3038  -0.27
H -6.7383 -0.0081 11.4507  0.08
H -5.8864 0.9016 10.1945  0.08
H -5.3774 1.0320 11.8726  0.08
H -5.0399 -1.9555 9.3295  0.10
H -4.6878 -0.2896 8.9659  0.10
H -2.5268 -0.6466 10.3109  0.12
H -2.7015 -2.3524 9.9856  0.10
H -2.6697 0.0068 8.0233  0.11
H -1.2836 -0.9528 8.3943  0.10
H -3.0642 -2.0959 5.0965  0.12
H -6.4850 -1.7758 5.9204  0.12
H -4.5620 0.6857 6.7668  0.08
H -2.3998 0.7308 6.0044  0.10
H -4.0666 1.6116 4.7681  0.09
H -3.9961 1.3861 3.0339  0.13
H -4.1790 3.8327 3.8393  0.07
H -2.4142 3.5802 5.8436  0.08
H 0.5137 0.9268 6.4358  0.04
H -3.0104 -5.1698 6.0824  0.04
H -4.4294 -4.3641 5.7523  0.03
H -1.3463 -4.2240 7.7792  0.06
C 2.3624 2.2241 -2.5602  -0.13
N 1.1762 1.6072 -3.1233  -0.29
C 1.4352 1.2447 -4.5160  -0.15
P -0.4443 2.0973 -2.8104  0.68
O -1.2005 0.8556 -3.1673  -0.30
N -0.7720 2.1362 -1.1111  -0.32
C 0.2820 2.0615 -0.1132  -0.14
C -1.8863 1.3029 -0.6692  -0.14
N -0.1311 3.8218 -2.8499  -0.27
C -0.9263 4.6966 -1.9688  -0.13
C -0.3735 4.3209 -4.2328  -0.13
H 2.5505 3.2384 -2.9379  0.08
H 3.2326 1.6135 -2.8110  0.08
H 2.3412 2.2585 -1.4769  0.04
H 1.5649 2.1279 -5.1597  0.07
H 0.6185 0.6461 -4.9199  0.07
H 2.3448 0.6470 -4.5978  0.07
H 0.8291 1.1098 -0.1519  0.09
H -0.1358 2.1734 0.8862  0.04
H 0.9843 2.8929 -0.2015  0.07
H -1.6080 0.2458 -0.5819  0.09
H -2.7324 1.3790 -1.3481  0.07
H -2.2284 1.6505 0.3097  0.07
H -2.0019 4.5295 -2.0645  0.09
H -0.7141 5.7376 -2.2263  0.08
H -0.6491 4.5824 -0.9262  0.07
H -1.4267 4.2376 -4.5182  0.08
H 0.2175 3.7615 -4.9600  0.06
H -0.0737 5.3653 -4.3153  0.08
C 6.2173 -0.6801 -9.4170  -0.14
N 5.9465 -0.7569 -7.9937  -0.30
C 7.1865 -0.5389 -7.2508  -0.14
P 4.8629 -1.8697 -7.2459  0.68
O 4.5734 -1.1697 -5.9564  -0.30
N 3.2850 -1.7803 -7.9591  -0.33
C 3.0370 -1.0824 -9.2064  -0.15
C 2.2016 -1.4803 -7.0268  -0.14
N 5.3020 -3.2494 -8.2303  -0.27
C 4.2586 -4.2412 -8.5506  -0.13
C 6.3762 -4.0128 -7.5326  -0.13
H 6.7687 -1.5465 -9.8062  0.08
H 6.8195 0.2091 -9.6170  0.08
H 5.3176 -0.5516 -10.0078  0.04
H 7.9103 -1.3541 -7.3941  0.07
H 6.9848 -0.4422 -6.1843  0.07
H 7.6681 0.3850 -7.5755  0.08
H 3.2434 -0.0064 -9.1363  0.09
H 1.9917 -1.2100 -9.4982  0.08
H 3.6094 -1.5119 -10.0307  0.06
H 2.1518 -0.4134 -6.7828  0.07
H 2.3092 -2.0387 -6.1009  0.08
H 1.2431 -1.7795 -7.4591  0.08
H 3.7229 -4.5936 -7.6665  0.09
H 4.7300 -5.1001 -9.0341  0.08
H 3.5370 -3.8549 -9.2626  0.07
H 6.0198 -4.4575 -6.5990  0.08
H 7.2243 -3.3681 -7.2959  0.06
H 6.7514 -4.8087 -8.1749  0.08

Atoms 1-3, force components in eV/Å:
-0.1 0.3 0.4
-0.1 0.2 -0.3
0.4 -0.5 -0.5


Record 3
Molecular formula: H6N2
Method: DFT, ωB97M-V/def2-TZVPD

Its multiplicity is 1. For the HOMO-LUMO gap, the calculation gives 10.78 eV. Its highest occupied orbital energy is -9.7366 eV. Its SMILES is N.N. The value obtained for the energy above the lowest of the compared OMol25 structures with the same formula, charge and spin is 0.7 kcal per mole.

Each line ends with the Löwdin charge.
Element x y z (Å)
N -0.9716 1.0643 1.4492  -0.01
H -0.6897 0.3779 0.7421  -0.03
H -1.2366 0.5370 2.2872  0.00
H -0.1349 1.6052 1.6897  0.00
N 0.7284 -0.6886 -1.3458  -0.01
H 1.0440 -1.5694 -0.9270  0.01
H 1.4135 -0.4388 -2.0660  0.01
H -0.1532 -0.8877 -1.8293  0.01

Atoms 1-3, force components in eV/Å:
0.3 -0.3 0.2
0.0 0.4 0.3
0.2 0.3 -0.4


Record 4
Molecular formula: C22H21ClN5S2SeSiV
Method: DFT, ωB97M-V/def2-TZVPD

Its multiplicity is 2. For the HOMO-LUMO gap (alpha / beta), the calculation gives 6.13 / 6.56 eV. As for the expectation value of S²: 0.768. Its highest occupied orbital energy (alpha / beta) is -10.8561 / -10.8957 eV. The total charge is +1. The value obtained for the energy above the lowest of the compared OMol25 structures with the same formula, charge and spin is 0.0 kcal per mole.

Each line ends with the Löwdin charge.
Element x y z (Å)
V 0.5540 0.7923 -0.7186  0.55
C 3.1454 -3.8757 1.9315  -0.18
Si 2.7142 -4.2055 0.1541  0.50
C 2.3243 -6.0081 -0.0935  -0.18
C 4.0876 -3.6847 -0.9860  -0.17
C 1.1637 -3.2380 -0.3638  -0.22
C 0.1205 -3.8440 -1.0226  -0.05
C -1.0137 -3.1311 -1.4688  -0.04
C -1.0544 -1.7903 -1.2487  -0.12
N -0.0390 -1.1671 -0.6018  -0.12
C 1.0425 -1.8375 -0.1540  -0.73
S 2.1946 -0.7706 0.5503  0.67
H 3.7081 -4.7228 2.3283  0.04
H 2.2537 -3.7525 2.5486  0.04
H 3.7499 -2.9769 2.0404  0.02
H 3.1334 -6.6114 0.3227  0.04
H 2.2280 -6.2815 -1.1454  0.04
H 1.4067 -6.2994 0.4220  0.04
H 5.0114 -4.2215 -0.7647  0.04
H 4.2870 -2.6167 -0.8771  0.01
H 3.8265 -3.8881 -2.0268  0.03
H 0.1553 -4.9096 -1.2157  0.10
H -1.8301 -3.6308 -1.9690  0.11
H -1.8690 -1.1496 -1.5563  0.11
S -2.5092 2.1448 -3.5924  1.09
C -2.8137 3.0658 -2.1750  -0.37
C -1.8904 2.8426 -1.2015  -0.19
C -0.8885 1.8983 -1.5933  -0.29
C -1.1239 1.4625 -2.8799  -0.53
C -0.1782 0.5614 -3.5520  -0.27
C -0.2950 0.0437 -4.8300  0.01
C 0.7163 -0.7784 -5.3021  -0.02
C 1.8056 -1.0733 -4.4950  -0.02
C 1.8415 -0.5465 -3.2179  -0.08
N 0.8691 0.2479 -2.7666  -0.01
H -3.6641 3.7278 -2.1436  0.08
H -1.9221 3.3426 -0.2437  0.11
H -1.1497 0.2866 -5.4453  0.12
H 0.6535 -1.1895 -6.3005  0.12
H 2.6117 -1.7042 -4.8385  0.12
H 2.6432 -0.7533 -2.5182  0.11
Cl 2.1621 2.1659 -0.7764  0.28
Se -3.9788 0.2046 1.5600  1.21
N -3.4782 1.1957 2.9488  -0.20
C -2.2085 1.4987 2.7440  -0.38
C -1.4063 2.2661 3.6497  0.03
C -0.1288 2.5162 3.2980  -0.01
C 0.3722 2.0186 2.0479  -0.10
N -0.3126 1.3109 1.1940  0.01
C -1.6368 1.0220 1.5251  -0.45
N -2.4150 0.3323 0.7265  -0.21
H -1.8367 2.6198 4.5763  0.13
H 0.5493 3.0828 3.9177  0.12
H 1.4004 2.2247 1.7819  0.08

Atoms 1-3, force components in eV/Å:
0.3 -0.1 0.1
-0.1 0.0 0.1
0.0 0.0 -0.1